# 1
9
Properties=species:S:1:pos:R:3:forces:R:3 method="wB97M-V/def2-TZVPD" spin_multiplicity=1 e_homo_ev="-9.1 / -8.9"
C 1.134262 -0.160009 -0.404195 3.664 0.817 2.268
C -1.066574 0.013162 -0.351749 0.672 0.461 -1.030
C 0.155291 0.749019 0.069636 -0.009 -4.048 -4.473
C 0.035847 -0.837515 0.153962 0.038 1.785 -2.767
O 3.086528 0.075309 0.149199 -3.534 -0.555 -1.122
H -1.809678 0.172468 0.335322 -2.315 0.088 1.499
H -1.448442 -0.040786 -1.368323 0.668 0.055 -0.044
H 0.145460 1.570044 0.598563 0.529 3.945 3.096
H -0.232692 -1.541692 0.817584 0.287 -2.549 2.572

***

# 2
12
Properties=species:S:1:pos:R:3:forces:R:3 method="wB97M-V/def2-TZVPD" spin_multiplicity=1 smiles=C#CC(C)C#C e_homo_ev=-10.2
C -0.916101 0.794539 -2.090080 0.269 -0.041 0.492
C -0.396896 0.669190 -1.010702 -0.179 0.120 -0.465
C 0.212098 0.477995 0.324797 0.193 0.165 0.000
C 1.533230 -0.291321 0.261720 0.228 -0.009 -0.022
C -0.765965 -0.261865 1.103098 -0.146 -0.053 0.224
C -1.658517 -0.932767 1.581720 0.433 0.519 -0.906
H -1.382229 0.911036 -3.045706 0.130 -0.024 0.218
H 0.349722 1.458831 0.788558 0.170 0.043 -0.117
H 1.376991 -1.267637 -0.206670 0.023 0.199 0.054
H 2.265824 0.275556 -0.313034 0.031 -0.087 0.042
H 1.901575 -0.451336 1.278588 0.036 0.039 -0.166
H -2.427761 -1.195702 0.889802 -1.188 -0.870 0.644

***

# 3
11
Properties=species:S:1:pos:R:3:forces:R:3 method="wB97M-V/def2-TZVPD" spin_multiplicity=1 smiles="NN1NSC=C1I" e_homo_ev=-8.0
N -0.205785 1.137270 0.022163 -0.652 -1.271 0.670
N 0.224011 0.110004 -0.875145 0.216 -1.612 1.521
N -0.768252 -0.885713 -1.196416 -0.942 -0.636 -0.168
S -0.975426 -2.102987 0.106752 -0.785 0.759 -0.319
C 0.635780 -1.791511 0.605053 0.691 0.051 -1.160
C 1.138279 -0.751108 -0.072815 1.553 1.064 -0.874
I 3.217496 -0.070746 -0.255757 -1.605 -0.651 0.392
H -0.160509 2.003787 -0.445270 0.405 1.053 -0.222
H 0.269377 1.070712 0.928302 -0.281 0.355 -0.624
H -1.704494 -0.546018 -1.511979 1.318 0.246 0.606
H 1.158846 -2.601822 1.108820 0.083 0.642 0.180

***

# 4
45
Properties=species:S:1:pos:R:3:forces:R:3 method="wB97M-V/def2-TZVPD" spin_multiplicity=1 smiles=Cc1cccc(C)c1Nc1nnc(SCc2cn3cccc(C)c3n2)s1 e_homo_ev=-7.9
C -0.416707 0.866132 2.472552 -0.126 0.044 -0.040
C -0.400657 -0.069238 3.638112 0.060 0.000 -0.040
C -1.322304 0.080891 4.666455 0.007 -0.083 0.032
C -1.299268 -0.742863 5.774892 -0.033 0.007 0.040
C -0.341800 -1.736299 5.874482 0.009 0.050 -0.024
C 0.585320 -1.927808 4.862813 -0.023 -0.018 -0.103
C 1.614645 -3.015281 4.965021 -0.082 0.051 -0.030
C 0.541330 -1.095603 3.738391 -0.393 0.061 0.351
N 1.518446 -1.279575 2.735912 0.570 0.099 0.679
C 1.267392 -1.516668 1.435143 0.615 -0.339 -1.191
N 0.116074 -1.537681 0.857375 -0.290 0.170 1.776
N 0.168074 -1.770356 -0.452010 0.055 -0.339 -1.459
C 1.353093 -1.936793 -0.914302 0.417 -0.051 0.372
S 1.766283 -2.248068 -2.560759 0.093 -0.146 -0.576
C 0.121857 -2.004659 -3.346742 0.316 -0.075 0.432
C -0.237014 -0.571378 -3.411581 -0.402 0.440 0.379
C -0.918969 0.171252 -2.469299 0.073 -0.778 0.029
N -0.982469 1.434726 -2.962099 0.335 0.013 -0.694
C -1.529728 2.568132 -2.460074 -0.267 0.789 0.136
C -1.442270 3.718382 -3.179793 -0.139 -0.261 0.380
C -0.792269 3.732745 -4.432075 0.251 -0.343 -0.303
C -0.234789 2.595980 -4.954789 -0.154 0.599 0.032
C 0.458801 2.545115 -6.275002 -0.032 -0.064 0.064
C -0.331751 1.411708 -4.195722 -0.044 -0.225 0.251
N 0.118603 0.199407 -4.463969 0.197 0.079 -0.466
S 2.621188 -1.820720 0.314069 -0.995 0.177 0.023
H -0.836645 0.361432 1.602725 0.012 0.111 -0.012
H 0.594118 1.179424 2.215808 0.067 0.058 -0.075
H -1.015211 1.745136 2.697563 0.008 0.090 0.047
H -2.059990 0.866799 4.597279 -0.059 0.092 -0.029
H -2.021493 -0.607657 6.565766 -0.068 0.016 0.071
H -0.317333 -2.377493 6.743327 0.017 -0.081 0.076
H 1.412481 -3.646024 5.826378 0.045 -0.039 0.044
H 2.615650 -2.596230 5.083763 0.124 -0.062 0.014
H 1.608711 -3.639755 4.072013 0.059 -0.067 -0.032
H 2.433052 -1.558731 3.059361 -0.157 0.042 -0.053
H -0.591029 -2.576023 -2.756538 -0.019 -0.053 -0.148
H 0.240062 -2.416681 -4.346993 -0.052 -0.029 0.041
H -1.336183 -0.117005 -1.527698 -0.083 0.024 0.183
H -2.012390 2.496177 -1.497492 -0.007 -0.035 0.027
H -1.872647 4.626300 -2.789602 -0.061 0.024 0.104
H -0.736556 4.660081 -4.981509 0.037 0.078 -0.097
H 1.428897 2.066390 -6.162590 0.092 -0.022 -0.073
H 0.585104 3.542583 -6.687371 0.009 0.047 -0.033
H -0.119710 1.939799 -6.971190 0.017 -0.048 -0.105

***

# 5
11
Properties=species:S:1:pos:R:3:forces:R:3 method="wB97M-V/def2-TZVPD" spin_multiplicity=1 e_homo_ev=-10.4
C -0.667632 0.272439 -0.016211 1.574 -1.084 3.795
C 0.653509 -0.251869 1.323546 -2.170 2.133 -2.615
C -0.246909 -0.143427 -1.348916 1.502 -1.141 -1.246
F 1.542376 0.723234 1.081784 0.366 0.665 1.038
F -0.971880 0.528999 -2.224428 -0.511 -0.335 -1.204
Br -0.792337 2.196693 0.011595 0.032 -0.275 0.560
Br -0.208401 -0.182510 3.019345 0.030 0.196 0.059
Br -0.606930 -2.144802 -1.553282 0.416 1.449 0.100
Br 1.695527 0.298967 -1.836076 -1.431 -0.630 0.274
H -1.647437 -0.163583 0.261132 0.711 0.272 -0.128
H 1.250112 -1.134141 1.281509 -0.519 -1.249 -0.633

***

# 6
12
Properties=species:S:1:pos:R:3:forces:R:3 method="wB97M-V/def2-TZVPD" s2=0.755 charge=+1 spin_multiplicity=2 e_homo_ev="-13.2 / -13.2"
S -1.043912 -2.473623 1.655697 1.557 0.754 -0.215
S 0.990462 -2.785680 1.678984 -1.152 -0.703 -0.529
H -1.216713 -3.359969 0.666969 -0.205 -0.685 0.184
H 1.446717 -1.561781 1.384303 -0.228 0.872 0.375
C 0.036930 1.864085 0.145758 0.015 0.399 -0.162
C -0.061942 0.401511 -1.641554 1.372 0.806 0.005
N 0.421237 0.596931 -0.483878 -0.936 -0.568 0.227
H 0.794660 2.649948 0.180817 0.471 -0.500 0.080
H -0.796382 2.340388 -0.374423 -0.193 -0.154 0.021
H -0.266420 1.619696 1.162207 -0.004 0.233 0.051
H 0.030543 -0.563805 -2.123975 0.113 -0.088 -0.073
H -0.335180 1.272300 -2.250904 -0.809 -0.364 0.038

***

| no. | calculated total energy (eV) |
| --- | --- |
| 1 | -6250.650 |
| 2 | -6314.263 |
| 3 | -25541.374 |
| 4 | -49132.481 |
| 5 | -288746.162 |
| 6 | -25337.653 |